(1)
This record from the Open Molecules 2025 dataset describes C5H8N2O as an isolated structure. The level of theory is the ωB97M-V functional and the def2-TZVPD basis.

Calculated values
Gap between HOMO and LUMO   10.33 eV
ΔE to the lowest compared entry with this formula, charge and spin   159.8 kcal/mol

XYZ file:
```
16
Properties=species:S:1:pos:R:3:forces:R:3
C 0.829 -0.495 1.256 -0.8595 -2.2170 -0.8516
C 0.460 -0.101 -0.216 -0.5233 -0.6013 1.6207
C 0.179 -1.434 -1.058 -2.2280 1.0251 3.8595
C -0.944 0.162 -0.423 -4.1772 -3.3879 -3.3368
C -1.395 1.351 0.297 1.4312 1.5429 -0.0057
H 1.905 -0.773 0.980 -0.9986 0.6704 1.9101
H 0.240 -1.477 1.762 1.6245 2.6310 -1.8410
H 0.498 0.395 1.816 1.2397 -0.4629 0.4256
H 0.565 -2.341 -0.671 0.7231 -0.6304 0.2362
H 0.306 -1.266 -2.032 0.4191 0.2812 -4.0884
H -1.154 0.399 -1.510 0.5737 0.3097 0.9465
H -2.405 1.746 0.669 1.8793 -0.6790 -0.6604
H 1.701 1.817 0.163 -2.5542 -2.2582 -2.1476
N -0.332 2.105 0.148 -0.1329 -0.5557 0.3732
N 0.873 1.326 -0.481 0.4262 1.7585 2.6098
O -1.328 -1.414 -0.701 3.1568 2.5737 0.9499
```
Forces are in eV/Å.

(2)
This record from the Open Molecules 2025 dataset describes a 2-piece molecular cluster, C5H15N2 overall. The level of theory is the ωB97M-V functional and the def2-TZVPD basis.

Calculated values
Total charge   +1
Gap between HOMO and LUMO   11.31 eV
ΔE to the lowest compared entry with this formula, charge and spin   48.8 kcal/mol

XYZ file:
```
22
Properties=species:S:1:pos:R:3:forces:R:3
C 0.228 1.814 0.222 2.7144 3.5440 1.6997
C 0.288 -0.025 -1.443 -0.4855 3.7842 1.6108
C -2.677 -0.351 0.060 -0.6060 -1.6789 -2.1989
C 2.315 -1.282 0.200 0.1015 -0.0969 4.2372
C 0.426 0.401 0.008 1.2700 -1.8872 -0.9522
N -1.363 -0.287 0.664 2.7122 -2.9922 -2.1892
N 1.410 -0.234 0.704 -1.6102 0.4084 -1.5142
H 0.551 2.192 1.311 -1.1944 -0.9035 -2.2071
H 0.972 2.432 -0.447 -1.1558 -1.4097 1.0238
H -0.732 2.138 -0.107 -0.7799 0.3196 0.2305
H -0.044 -0.964 -1.553 -0.2818 -3.8733 -0.4870
H -0.532 0.550 -1.872 0.3437 0.4000 -0.1828
H 1.235 0.261 -1.847 0.4393 -0.2460 -1.0024
H -2.824 -1.256 -0.655 0.6422 1.7189 0.9855
H -3.347 -0.581 0.869 -0.8666 0.4446 0.0934
H -2.880 0.589 -0.488 -0.2415 -0.5447 0.4638
H 1.945 -2.253 0.575 0.0876 0.1003 -1.1205
H 2.460 -1.100 -0.805 0.5120 -0.4834 -2.0035
H 3.261 -1.160 0.817 -0.8779 0.0440 -1.1687
H -1.520 0.132 1.512 0.3416 0.9665 2.8535
H -0.873 -1.232 0.756 -1.5002 1.6049 0.3937
H 1.700 0.215 1.520 0.4354 0.7803 1.4345
```
Forces are in eV/Å.

(3)
This record from the Open Molecules 2025 dataset describes one molecule with the formula C6H7ClN2. The level of theory is the ωB97M-V functional and the def2-TZVPD basis.

Calculated values
Gap between HOMO and LUMO   9.18 eV
ΔE to the lowest compared entry with this formula, charge and spin   18.5 kcal/mol
SMILES   C/C=C(\Cl)c1cnc[nH]1

XYZ file:
```
16
Properties=species:S:1:pos:R:3:forces:R:3
C -3.113 0.327 -0.053 -1.2997 -0.1383 -1.0839
C -1.606 0.537 -0.137 -0.0519 0.9878 -0.3866
C -0.614 -0.346 0.028 3.1035 1.5801 -0.4732
Cl -0.939 -2.008 0.299 -0.2917 -0.4664 0.3121
C 1.021 -0.049 -0.035 -3.5174 -0.4948 0.7123
C 1.794 1.074 0.027 -0.3561 1.3439 -0.5410
N 3.101 0.757 0.072 1.5687 -2.1056 0.7047
C 3.182 -0.587 0.136 -0.3644 0.7264 0.6200
N 1.900 -1.094 0.113 0.6976 2.0695 -0.2123
H -3.624 1.394 -0.124 0.9335 -2.4009 -0.2694
H -3.352 -0.382 -1.004 -0.0721 1.7800 2.2461
H -3.573 -0.129 0.892 1.1171 0.2987 -1.3359
H -1.416 1.560 -0.562 0.5704 -1.1273 0.8579
H 1.572 2.152 0.033 -0.4197 -0.8708 -0.1053
H 4.076 -1.227 0.436 -1.3725 1.1614 -0.9251
H 1.591 -1.978 -0.122 -0.2452 -2.3436 -0.1204
```
Forces are in eV/Å.

(4)
This record from the Open Molecules 2025 dataset describes C4H7NS2 as an isolated structure. The level of theory is the ωB97M-V functional and the def2-TZVPD basis.

Calculated values
Gap between HOMO and LUMO   8.20 eV
ΔE to the lowest compared entry with this formula, charge and spin   108.1 kcal/mol

XYZ file:
```
14
Properties=species:S:1:pos:R:3:forces:R:3
C -0.851 -1.642 0.508 1.9562 -1.0386 0.4460
C -2.096 -0.984 -0.328 -1.0574 -1.6515 1.6997
C -1.807 0.473 0.022 -2.8627 0.7137 0.3389
C -0.311 0.560 -0.230 -2.2086 7.4151 2.2248
H 2.272 0.277 0.335 -0.0578 -0.1275 -0.0713
H -0.456 -1.396 1.800 -2.1261 -0.5593 -4.0015
H -0.648 -2.983 0.413 -0.2941 4.6054 -0.3147
H -1.837 -1.166 -1.517 -1.1643 0.0716 3.2303
H -3.206 -1.306 0.129 3.0444 0.5019 -1.7465
H -2.556 1.172 -0.487 1.7837 -0.6534 -0.1472
H -2.137 0.769 1.114 1.3354 -1.0554 -1.7005
N 0.170 -0.579 -0.235 3.9413 -7.5794 1.1661
S 1.991 -0.984 -0.091 -2.4679 1.0474 -0.1045
S 0.370 2.124 0.093 0.1779 -1.6901 -1.0195
```
Forces are in eV/Å.

(5)
This record from the Open Molecules 2025 dataset describes C48H51CaN3O6P4S2 as an isolated structure. The level of theory is the ωB97M-V functional and the def2-TZVPD basis.

Calculated values
Total charge   -1
Gap between HOMO and LUMO (alpha / beta)   4.41 / 5.72 eV
ΔE to the lowest compared entry with this formula, charge and spin   17.4 kcal/mol
Multiplicity   2

XYZ file:
```
115
Properties=species:S:1:pos:R:3:forces:R:3
Ca -0.227 0.165 -0.284 -0.2563 -0.5772 1.1671
O 1.292 2.050 3.940 0.1566 0.0508 0.0043
C 2.477 1.639 4.531 -0.1506 -0.0561 0.0029
C 3.169 2.368 5.485 0.0383 0.0133 0.0011
C 4.333 1.838 6.030 -0.0178 0.0287 -0.0114
C 4.798 0.604 5.615 0.0043 -0.0334 -0.0394
C 4.146 -0.066 4.586 0.0086 0.0009 0.0549
C 2.998 0.453 4.001 -0.2724 0.0335 -0.0979
P 2.270 -0.123 2.373 0.5039 0.0571 0.0881
C 3.175 -1.705 2.192 -0.0355 -0.0551 0.0562
C 2.854 -2.719 3.102 0.0390 0.0079 -0.0178
C 3.412 -3.981 2.984 -0.0031 0.0535 -0.0593
C 4.293 -4.251 1.940 -0.0028 0.0270 0.0431
C 4.611 -3.256 1.032 -0.0047 -0.0038 0.0301
C 4.052 -1.988 1.152 0.0480 0.0799 0.0653
C 3.274 1.089 1.409 -0.1147 0.0186 0.0207
C 4.664 1.147 1.490 0.0345 0.0252 -0.0271
C 5.369 2.132 0.816 -0.0121 -0.0319 0.0275
C 4.692 3.089 0.070 0.0153 -0.0060 0.0133
C 3.311 3.050 -0.010 -0.0200 0.0403 0.0082
C 2.612 2.052 0.653 0.0393 -0.1035 -0.0070
C 0.366 2.890 4.483 0.1428 -0.0627 0.0453
C 0.320 3.264 5.826 -0.0454 -0.0025 -0.0676
C -0.653 4.151 6.255 0.0379 -0.0250 0.0350
C -1.590 4.657 5.370 -0.0839 0.0269 -0.0809
C -1.600 4.195 4.063 -0.0427 0.1108 0.0416
C -0.643 3.299 3.605 0.0829 -0.2984 -0.0564
P -0.936 2.311 2.059 -0.4263 0.4190 0.1080
C -2.420 1.456 2.766 0.1421 0.0418 0.0692
C -3.734 1.905 2.714 -0.1457 -0.0665 -0.0930
C -4.746 1.204 3.360 0.0286 0.0606 -0.0618
C -4.455 0.061 4.090 0.0178 -0.0033 0.0214
C -3.140 -0.372 4.188 0.0885 0.0331 -0.0609
C -2.131 0.321 3.528 -0.0104 -0.0248 0.1470
C -1.647 3.580 0.944 0.0155 -0.0072 0.0089
C -2.615 3.226 0.004 0.0441 -0.0217 0.0675
C -3.069 4.154 -0.922 -0.0172 -0.0397 0.0183
C -2.535 5.434 -0.946 0.0346 0.0068 0.0290
C -1.542 5.783 -0.040 -0.0073 -0.0445 -0.0036
C -1.099 4.862 0.898 -0.0313 -0.0343 -0.0184
H 2.837 3.351 5.780 -0.0117 -0.0127 0.0105
H 4.872 2.405 6.778 -0.0071 -0.0077 -0.0085
H 5.693 0.181 6.054 -0.0138 -0.0050 -0.0114
H 4.550 -0.999 4.214 0.0151 0.0152 -0.0291
H 2.169 -2.506 3.920 -0.0090 -0.0382 -0.0378
H 3.152 -4.758 3.694 0.0044 0.0125 0.0050
H 4.717 -5.243 1.831 -0.0060 0.0286 0.0107
H 5.269 -3.464 0.198 -0.0327 0.0249 -0.0041
H 4.291 -1.235 0.411 -0.0542 -0.0786 -0.0372
H 5.204 0.415 2.078 0.0004 -0.0019 -0.0041
H 6.451 2.150 0.868 -0.0149 -0.0090 -0.0058
H 5.242 3.851 -0.468 -0.0089 -0.0284 -0.0113
H 2.777 3.772 -0.611 -0.0128 -0.0517 -0.0704
H 1.534 2.024 0.557 -0.0076 0.0715 0.0420
H 1.009 2.841 6.538 0.0456 0.0174 -0.0037
H -0.679 4.439 7.299 0.0077 0.0043 -0.0177
H -2.339 5.363 5.706 0.0027 -0.0099 -0.0205
H -2.384 4.515 3.387 0.0057 -0.0061 0.0148
H -3.979 2.802 2.158 -0.0018 -0.0157 -0.0093
H -5.769 1.554 3.287 0.0220 0.0054 0.0137
H -5.245 -0.485 4.589 0.0026 0.0163 -0.0082
H -2.897 -1.249 4.775 0.0126 0.0073 -0.0138
H -1.098 -0.005 3.616 -0.0343 -0.0381 -0.0251
H -2.996 2.211 -0.030 -0.0097 0.0469 -0.0169
H -3.825 3.864 -1.642 0.0414 -0.0113 0.0098
H -2.874 6.151 -1.683 -0.0145 0.0086 0.0132
H -1.105 6.774 -0.067 0.0088 -0.0067 -0.0064
H -0.315 5.137 1.594 -0.0219 0.0278 0.0074
C -1.071 -4.533 -2.340 0.0321 -0.0341 0.1299
P -1.480 -2.820 -1.813 -0.2446 -0.2017 -0.1970
C -1.047 -2.166 -4.410 -0.0021 -0.0481 0.0071
C -3.292 -2.925 -2.249 -0.0271 0.2294 0.1697
C -4.060 -1.609 -2.042 0.4020 -0.1074 0.0569
P -3.771 -0.826 -0.386 -0.4984 -0.0500 0.2073
C -4.675 -2.053 0.667 0.0655 -0.0447 0.0186
C -5.125 0.426 -0.489 0.1310 0.0548 -0.0863
H -1.536 -4.791 -3.294 0.0041 -0.0431 -0.0001
H -1.426 -5.227 -1.573 0.0046 0.0243 -0.0485
H 0.013 -4.630 -2.410 -0.0288 0.0237 0.0111
H -0.543 -3.086 -4.716 0.0045 -0.0079 -0.0128
H -0.596 -1.327 -4.937 0.0108 0.0017 -0.0088
H -2.106 -2.227 -4.681 0.0091 0.0013 -0.0058
H -3.694 -3.696 -1.580 0.0166 -0.0309 -0.0524
H -3.426 -3.290 -3.270 -0.0777 -0.0439 -0.0131
H -5.137 -1.763 -2.156 -0.0372 -0.0110 -0.0470
H -3.731 -0.870 -2.775 -0.0186 0.0116 0.0111
H -5.635 -2.351 0.233 0.0228 0.0119 0.0207
H -4.850 -1.610 1.651 -0.0090 -0.0232 -0.0263
H -4.061 -2.946 0.810 -0.0340 0.0215 -0.0037
H -6.079 -0.042 -0.748 -0.0141 0.0263 -0.0194
H -4.865 1.160 -1.257 -0.0223 -0.0263 0.0325
H -5.230 0.947 0.465 0.0049 -0.0235 -0.0219
C -1.322 2.537 -3.647 -0.0330 0.1411 -0.0190
S -0.760 1.109 -2.706 -0.2876 0.8226 -1.0692
O 0.160 1.750 -1.674 0.2257 0.7127 -0.7181
O -0.869 -1.922 -3.034 -0.0402 0.1846 0.0648
O -2.008 0.719 -1.916 0.2985 -0.0747 -0.1239
H -0.696 2.638 -4.534 0.0145 0.0556 0.0692
H -1.223 3.412 -3.001 -0.0585 -0.0433 -0.0536
H -2.361 2.356 -3.926 0.0580 0.0294 -0.0298
O 2.539 -0.379 -1.457 -0.2812 -0.1512 0.1762
N 3.667 -0.945 -2.100 0.2937 0.3411 -0.1643
C 4.265 0.081 -2.790 0.0409 -0.0103 0.0012
C 5.510 -0.206 -3.413 -0.1451 0.0252 0.0710
N 6.524 -0.415 -3.933 -0.0612 -0.0162 0.0585
C 3.759 1.393 -2.992 -0.0064 -0.2138 0.0417
N 3.390 2.477 -3.184 0.0165 -0.1079 0.0094
C -0.610 -2.575 1.681 0.0945 0.0926 -0.0022
O -0.967 -1.252 1.249 -0.3162 -0.7665 0.9841
H -1.467 -3.245 1.587 -0.0203 0.0068 -0.0189
H -0.265 -2.553 2.719 -0.0154 0.0241 0.0066
H 0.193 -2.919 1.029 0.0107 0.0266 -0.0282
H -1.783 -0.996 1.696 -0.0516 -0.0299 -0.1415
S 1.774 -2.854 -1.060 -0.0610 0.1319 0.0646
C 1.620 -1.193 -0.911 0.9002 -0.4953 -0.5577
```
Forces are in eV/Å.